This record from the Open Molecules 2025 dataset describes C12H16CrNO4 as an isolated structure at a distorted geometry. The level of theory is ωB97M-V/def2-TZVPD.

Atoms and positions in Å:
Cr (0.28832, -0.46125, -0.52222)
O (1.37062, -1.07175, 3.42431)
C (1.13945, -0.66725, 2.12930)
O (0.39346, -1.41444, 1.40795)
C (1.72789, 0.51595, 1.65861)
C (2.60034, 1.40383, 2.33411)
C (3.11520, 2.49026, 1.63625)
C (2.77750, 2.70063, 0.30770)
C (1.88592, 1.79604, -0.31032)
N (1.38688, 0.75655, 0.35470)
C (1.39062, 1.81398, -1.71513)
O (1.73406, 2.67448, -2.52972)
O (0.58511, 0.83526, -1.96350)
H (0.90576, -1.91369, 3.52293)
H (2.85048, 1.21085, 3.36341)
H (3.79130, 3.17083, 2.13930)
H (3.16679, 3.51947, -0.27366)
C (1.47107, -1.99479, -1.42433)
H (2.05069, -2.54735, -0.68226)
H (2.18095, -1.54531, -2.12137)
H (0.89074, -2.73204, -1.98896)
C (-4.12756, -0.40013, -0.26405)
C (-2.68514, -0.91679, -0.36700)
C (-2.43597, -1.48763, -1.76745)
C (-1.67253, 0.17139, -0.04808)
H (-4.84971, -1.18973, -0.47569)
H (-4.27796, 0.40986, -0.97573)
H (-4.32406, -0.01355, 0.73366)
H (-2.55021, -1.73426, 0.35737)
H (-2.63979, -0.73269, -2.52645)
H (-3.08033, -2.34962, -1.95374)
H (-1.38497, -1.79876, -1.85156)
H (-1.75924, 0.42835, 1.01436)
H (-1.91567, 1.07331, -0.62273)

Spin multiplicity = 5
HOMO level (spin up / spin down) = -2.604 / -4.589 eV
E_LUMO (spin up / spin down) = 3.02 / 2.91 eV
Net charge = -1

natural (NBO) atomic charge list, values in e, 8 entries: atom 1 (Cr): 1.340, atom 2 (O): -0.700, atom 3 (C): 0.651, atom 4 (O): -0.694, atom 5 (C): -0.012, atom 6 (C): -0.240, atom 7 (C): -0.178, atom 8 (C): -0.309

=====

This record from the Open Molecules 2025 dataset describes a 15-piece molecular cluster, C15H60N30O15 overall at a distorted geometry. The level of theory is ωB97M-V/def2-TZVPD.

Atoms and positions in Å:
C (-3.24270, 3.26130, 0.39915)
O (-3.74140, 2.72767, -0.52884)
N (-3.48693, 2.85049, 1.72245)
N (-2.29746, 4.22227, 0.23945)
H (-3.21275, 3.47202, 2.49709)
H (-4.41130, 2.47581, 1.85093)
H (-1.54403, 4.16082, 0.92624)
H (-1.89597, 4.08282, -0.66872)
C (1.57080, 5.16999, -1.49572)
O (1.46990, 5.37050, -0.26776)
N (2.34896, 5.97500, -2.24156)
N (1.03477, 4.11327, -2.08252)
H (2.78553, 5.55723, -3.06572)
H (2.91327, 6.55241, -1.62998)
H (0.57265, 3.56842, -1.33289)
H (0.45740, 4.22807, -2.92904)
C (-0.37710, -2.12697, 3.68050)
O (-1.61217, -1.87121, 3.57133)
N (0.01779, -3.44249, 3.73790)
N (0.55021, -1.13582, 3.86789)
H (0.99123, -3.73118, 3.81685)
H (-0.68457, -4.01184, 3.25848)
H (0.31829, -0.14035, 3.91601)
H (1.55587, -1.28806, 3.83337)
C (5.46979, -3.89092, -2.30023)
O (5.87892, -3.64056, -3.41670)
N (5.20278, -5.08460, -1.85951)
N (5.20148, -2.86248, -1.47349)
H (4.83254, -5.30006, -0.94181)
H (5.60431, -5.86027, -2.32981)
H (5.22313, -2.83250, -0.46434)
H (5.32597, -2.00555, -1.94086)
C (0.59243, 0.47221, -0.30545)
O (0.97105, 1.67786, -0.38880)
N (-0.66861, 0.12473, 0.14024)
N (1.32266, -0.56053, -0.76908)
H (-0.93039, -0.82617, 0.00655)
H (-1.23461, 0.84120, 0.59909)
H (2.31452, -0.54199, -1.07588)
H (0.97317, -1.44811, -0.60785)
C (2.91596, -3.75046, 0.93700)
O (4.11594, -3.77906, 1.01136)
N (2.18485, -2.88184, 1.68518)
N (2.16520, -4.60082, 0.24729)
H (2.71518, -2.07252, 1.94726)
H (1.27906, -2.57842, 1.35222)
H (1.17614, -4.49874, 0.09901)
H (2.61260, -4.98135, -0.62228)
C (-2.88374, 3.12174, 5.31010)
O (-2.82758, 3.99920, 4.44172)
N (-2.03225, 2.03504, 5.30695)
N (-3.90317, 3.34973, 6.17955)
H (-1.22916, 1.91414, 4.71851)
H (-2.46691, 1.13733, 5.38891)
H (-4.69344, 3.73738, 5.73390)
H (-4.18168, 2.59035, 6.77583)
C (-4.60546, -1.04430, 1.65368)
O (-5.62336, -1.02708, 0.96529)
N (-4.60168, -1.73478, 2.82126)
N (-3.49322, -0.36087, 1.44169)
H (-3.82259, -1.84951, 3.45547)
H (-5.46728, -2.24513, 3.09446)
H (-2.80985, -0.18891, 2.16530)
H (-3.55742, 0.37855, 0.78164)
C (-1.46740, -3.32110, 0.05064)
O (-0.43750, -2.65113, 0.14813)
N (-2.39226, -3.34191, 1.09237)
N (-1.65586, -4.32757, -0.89407)
H (-2.21020, -2.89930, 1.98219)
H (-3.16512, -3.95696, 0.98503)
H (-1.17607, -4.16633, -1.77861)
H (-2.41008, -4.97614, -0.91244)
C (-1.62397, 2.61682, -3.64179)
O (-1.16481, 3.69884, -3.74217)
N (-0.78217, 1.60222, -3.39256)
N (-2.93142, 2.30050, -3.89163)
H (-1.09460, 0.72513, -3.05931)
H (0.20459, 1.84024, -3.48451)
H (-3.55557, 2.90538, -3.35850)
H (-3.12502, 1.34349, -3.71015)
C (3.62087, 0.77423, -2.94828)
O (3.81363, -0.11838, -2.06259)
N (2.71480, 1.80152, -2.79340)
N (4.44419, 0.79586, -4.02704)
H (2.33232, 1.97838, -1.87891)
H (2.72870, 2.57234, -3.43044)
H (4.27425, 1.38972, -4.85438)
H (4.92579, -0.04582, -4.32493)
C (-3.51981, -0.99351, -2.21198)
O (-2.63651, -0.72054, -2.98043)
N (-4.43664, -0.04362, -1.83222)
N (-3.79132, -2.31164, -1.84725)
H (-4.85004, -0.06550, -0.93619)
H (-4.18059, 0.87909, -2.08685)
H (-4.77681, -2.29812, -1.53416)
H (-3.53487, -3.06963, -2.47808)
C (0.35598, 2.99777, 3.09609)
O (0.46128, 1.87458, 3.49791)
N (0.30632, 4.02625, 4.01288)
N (0.43025, 3.25132, 1.76686)
H (0.34655, 3.82371, 5.01560)
H (0.34213, 4.98392, 3.67262)
H (0.57249, 4.25915, 1.56423)
H (0.97726, 2.68775, 1.12477)
C (4.25354, -0.03513, 1.62970)
O (3.26206, -0.26042, 2.37062)
N (5.21036, -0.96413, 1.25322)
N (4.37371, 1.16876, 0.98647)
H (6.16635, -0.70148, 1.45330)
H (4.93524, -1.84043, 1.67443)
H (3.60604, 1.86851, 1.12650)
H (5.13296, 1.37674, 0.41753)
C (-0.35117, -2.59117, -4.60542)
O (0.65662, -2.85001, -5.23671)
N (-1.49629, -2.65706, -5.30407)
N (-0.46788, -2.39061, -3.24374)
H (-2.31235, -2.13004, -5.11036)
H (-1.22631, -2.61366, -6.25912)
H (0.47118, -2.37536, -2.91660)
H (-1.27237, -1.79764, -2.99052)

Spin multiplicity = 1
HOMO level = -8.780 eV
E_LUMO = 0.13 eV
Net charge = 0

Löwdin atomic charge list, values in e, 8 entries: atom 1 (C): -0.696, atom 2 (O): 0.050, atom 3 (N): 0.158, atom 4 (N): 0.177, atom 5 (H): 0.065, atom 6 (H): 0.093, atom 7 (H): 0.071, atom 8 (H): 0.086

=====

This record from the Open Molecules 2025 dataset describes C11H13BeN2O6 as an isolated structure at a distorted geometry. The level of theory is ωB97M-V/def2-TZVPD.

Atoms and positions in Å:
O (-0.71167, 3.25286, -3.96186)
C (-1.10980, 2.66267, -3.04436)
Be (-1.80650, 1.92647, -1.77579)
C (-1.21520, 2.22935, -0.13593)
O (-0.91066, 2.67376, 0.89428)
C (0.25104, -0.52664, -3.19057)
O (-0.90025, -0.65777, -2.97833)
C (1.37895, 0.27720, -3.38726)
O (1.37999, 1.48230, -3.12350)
C (-3.33829, 1.11664, -1.92318)
O (-4.35150, 0.57286, -2.05538)
H (2.13675, -0.40304, -3.78343)
C (2.60453, 0.15926, 0.14202)
N (1.51695, -0.31318, 0.96824)
C (1.85151, -1.06685, 2.15302)
C (0.66198, -1.12344, 3.07543)
C (-0.55821, -1.56705, 2.31492)
N (-0.77651, -0.66753, 1.21043)
C (-2.10497, -0.64133, 0.62110)
C (0.25492, -0.12703, 0.50450)
O (0.07681, 0.54614, -0.56060)
H (2.67131, -0.40654, -0.79727)
H (3.54051, 0.03404, 0.69623)
H (2.47325, 1.21822, -0.10977)
H (2.16511, -2.09010, 1.87965)
H (2.70452, -0.57273, 2.63244)
H (0.48373, -0.13656, 3.51411)
H (0.86289, -1.82289, 3.88879)
H (-1.45125, -1.53677, 2.94463)
H (-0.42433, -2.60167, 1.95571)
H (-2.17339, -1.27353, -0.27694)
H (-2.81624, -1.00498, 1.37295)
H (-2.36596, 0.38787, 0.33574)

Spin multiplicity = 1
HOMO level (spin up / spin down) = -11.619 / -10.865 eV
E_LUMO (spin up / spin down) = -4.95 / -4.22 eV
Net charge = +1

natural (NBO) atomic charge list, values in e, 8 entries: atom 1 (O): -0.343, atom 2 (C): 0.134, atom 3 (Be): 1.315, atom 4 (C): 0.318, atom 5 (O): -0.396, atom 6 (C): 0.647, atom 7 (O): -0.405, atom 8 (C): 0.091

=====

This record from the Open Molecules 2025 dataset describes C2H5AlO2 as an isolated structure at a distorted geometry. The level of theory is ωB97M-V/def2-TZVPD.

Atoms and positions in Å:
O (-0.11761, 0.63039, 1.27727)
Al (-0.40259, -0.70591, 2.05472)
C (-0.81182, 0.70227, -0.67445)
O (0.21132, -1.07494, -0.60269)
C (1.31749, -0.98926, -0.03188)
H (-1.68636, 0.18853, -1.10117)
H (-1.27439, 1.62966, -0.29987)
H (-0.24170, 1.19107, -1.48008)
H (1.79073, -1.98166, 0.12825)
H (1.21493, 0.40985, 0.72990)

Spin multiplicity = 1
HOMO level (spin up / spin down) = -21.189 / -20.452 eV
E_LUMO (spin up / spin down) = -13.44 / -13.76 eV
Net charge = +2

natural (NBO) atomic charge list, values in e, 8 entries: atom 1 (O): -1.173, atom 2 (Al): 1.782, atom 3 (C): -0.174, atom 4 (O): -0.324, atom 5 (C): 0.291, atom 6 (H): 0.273, atom 7 (H): 0.261, atom 8 (H): 0.287

=====

Calculated molar mass in order - 290.26 900.84 278.25 88.04 u
Calculated energy above the lowest of the compared OMol25 structures with the same formula, charge and spin in order - 0.948 1.542 0.359 4.406 eV